Record 1
22
Properties=species:S:1:pos:R:3:forces:R:3:nbo_charge:R:1 method="wB97M-V/def2-TZVPD" energy_ha=-238.10916 smiles=CCC.CCC relative_energy_ev=2.3776 e_lumo_ev=1.1 homo_ev=-10.3 total_charge=0
C 1.170950 1.709402 -2.172725 -2.326 -0.655 -1.533 -0.619
C 0.611800 0.331700 -1.738948 -0.467 0.375 0.055 -0.389
C -0.118239 -0.307460 -2.951630 2.627 -2.823 4.015 -0.607
H 1.586070 1.394702 -3.253704 -0.026 1.799 2.582 0.211
H 0.238030 2.396122 -2.304630 1.743 -0.910 -0.150 0.195
H 1.741644 2.136978 -1.334159 0.563 -0.023 -1.025 0.218
H -0.104568 0.460696 -0.861258 1.133 -0.467 -0.928 0.191
H 1.502832 -0.276732 -1.495996 -0.681 -0.002 0.343 0.193
H -1.005687 0.125913 -3.111318 -3.229 1.473 -1.092 0.202
H -0.173031 -1.401574 -2.797451 -0.946 0.337 0.510 0.205
H 0.548138 -0.384279 -3.716940 1.633 0.896 -2.796 0.200
C -1.598449 -1.399862 2.504080 2.303 0.970 -3.003 -0.619
C -0.752259 -0.136215 2.094480 -3.940 2.668 2.062 -0.388
C 0.679808 -0.159107 2.313131 2.895 -1.476 -4.375 -0.603
H -2.301329 -1.263221 3.210266 -2.247 1.239 2.768 0.204
H -2.236798 -1.633150 1.627097 1.020 -1.034 0.326 0.213
H -0.891991 -2.076213 2.959927 -0.058 -1.148 -0.677 0.207
H -1.022948 0.716823 2.879875 -0.328 -1.274 -1.818 0.180
H -1.095653 0.214975 1.078359 0.688 -0.264 1.104 0.201
H 1.116415 -1.006358 1.631869 -0.318 1.242 1.156 0.182
H 0.959223 -0.408308 3.288145 0.455 -0.042 1.622 0.207
H 1.177990 0.772873 1.909592 -0.493 -0.881 0.854 0.216


Record 2
22
Properties=species:S:1:pos:R:3:forces:R:3:mulliken_spin:R:1 method="wB97M-V/def2-TZVPD" spin_multiplicity=2 energy_ha=-237.73802 relative_energy_ev=1.6855 e_lumo_ev="-3.0 / -10.5" homo_ev="-14.9 / -14.9" total_charge=+1 s_squared=0.752
C -0.913908 -0.467346 0.828224 -0.908 3.601 0.425 0.127
C -2.133248 0.024871 1.699901 -0.212 0.687 -0.545 0.065
C 0.263082 -0.834572 1.826336 2.087 2.089 0.307 0.253
C -1.011636 -1.752807 0.108250 1.692 -0.877 -2.248 0.226
H -0.624259 0.403805 0.084995 0.141 -1.132 1.723 0.077
H -2.238296 -0.714106 2.533809 -0.561 0.221 -0.976 0.006
H -0.040991 -1.727043 2.245689 -0.155 -1.792 1.163 -0.011
H 1.263196 -0.866214 1.418552 0.059 -0.447 -0.555 -0.003
H 0.394710 -0.035700 2.637764 -1.000 -0.404 -1.144 0.063
H -1.962590 -1.702494 -0.435508 -0.499 -0.462 0.416 0.072
H -0.112006 -1.784017 -0.631834 -1.056 0.579 1.020 0.053
H -0.787608 -2.750007 0.505263 -0.787 -0.139 0.338 0.046
H -3.104611 0.194397 1.041928 1.889 -0.350 1.723 0.017
H -1.819383 0.997636 2.281130 -0.636 -1.518 -1.704 0.008
C 2.076917 0.832775 -2.298089 -3.358 -0.333 1.129 0.001
C 1.138339 1.978381 -1.743506 0.736 -4.276 1.497 -0.001
H 2.120987 -0.008368 -1.582161 0.228 0.273 -0.416 0.000
H 1.581637 0.501405 -3.204796 0.446 -0.326 -0.285 0.000
H 2.998509 1.234619 -2.494900 2.418 0.552 -0.473 0.000
H 0.135854 1.635538 -1.962196 -0.462 0.704 -0.046 0.000
H 1.302089 2.020093 -0.661616 -0.214 0.424 -0.082 0.001
H 1.473215 2.819155 -2.197235 0.152 2.924 -1.268 0.001


Record 3
29
Properties=species:S:1:pos:R:3:forces:R:3:nbo_charge:R:1 method="wB97M-V/def2-TZVPD" energy_ha=-3696.90396 e_lumo_ev=0.7 homo_ev=-2.8 total_charge=-1
C 0.903574 0.544367 -3.766989 -0.365 -0.954 0.676 -0.686
C -0.319264 0.339012 -3.056134 0.509 1.799 -1.383 0.014
C -1.417000 1.333699 -3.388442 -1.084 -2.992 -1.039 -1.002
Al -3.287464 0.524372 -3.532499 -0.051 0.737 0.264 1.065
Br -3.294298 -1.459842 -4.892554 0.108 0.039 0.127 -0.605
H 1.728566 1.131725 -3.357602 0.766 -1.789 0.493 0.189
H 0.930434 0.132890 -4.778861 -0.440 1.938 -0.604 0.204
H -0.471140 -0.478431 -2.342579 0.379 1.270 1.334 0.193
H -1.180948 1.790229 -4.358563 0.294 0.389 0.462 0.221
H -1.396881 2.051372 -2.558013 0.079 -0.035 -0.183 0.248
H -4.216979 1.607457 -4.292056 -0.095 -0.069 -0.087 -0.420
H -3.819278 0.276940 -2.029979 -0.096 -0.314 -0.008 -0.418
C 2.550632 -1.561824 3.924536 0.129 0.012 -0.094 -0.267
O 2.142423 -1.386347 2.559204 -1.487 0.753 2.794 -0.712
P 0.684655 -0.550362 2.307606 -0.258 0.316 -7.457 2.373
O 0.065598 -1.485574 1.320247 0.132 -0.237 1.407 -1.041
O 1.428534 0.711909 1.634431 -0.497 0.241 0.568 -0.824
C 2.105544 0.519498 0.393221 0.511 -0.084 -0.199 -0.254
O -0.623469 0.425539 2.655769 1.792 -0.846 2.746 -0.693
C -1.641707 -0.167176 3.476217 -0.291 -0.107 -0.063 -0.268
H 3.491120 -2.108721 3.933334 -0.021 0.013 -0.082 0.196
H 2.699024 -0.593293 4.411614 0.066 -0.061 0.062 0.170
H 1.803031 -2.139639 4.474622 0.089 -0.028 0.061 0.171
H 1.684954 -0.302008 -0.186506 -0.105 -0.014 0.123 0.214
H 3.163818 0.329265 0.580078 -0.012 -0.063 -0.013 0.169
H 2.014913 1.434876 -0.188384 -0.120 0.041 0.130 0.195
H -1.208853 -0.652621 4.351911 -0.124 0.001 0.057 0.163
H -2.211863 -0.892838 2.895819 0.091 -0.025 -0.025 0.209
H -2.307678 0.625526 3.810553 0.100 0.070 -0.064 0.195


Record 4
36
Properties=species:S:1:pos:R:3:forces:R:3:nbo_charge:R:1 method="wB97M-V/def2-TZVPD" energy_ha=-5798.56208 relative_energy_ev=27.9953 e_lumo_ev=-4.4 homo_ev=-11.1 total_charge=+1
Be 0.390784 1.786228 0.541771 -1.900 2.508 4.836 1.512
B -0.269086 0.142008 0.879341 -0.329 -2.166 2.460 -1.147
H -0.637996 0.541928 -0.052429 -2.528 -0.006 -1.320 -0.013
H -0.451806 -0.918632 0.956061 1.236 -1.778 0.048 0.112
H 0.794154 0.324558 0.900261 1.887 -0.452 1.615 0.083
H -0.699846 0.753058 1.657361 0.603 -1.766 3.158 0.035
C -0.395266 -0.380532 -2.392149 0.585 -6.177 -3.126 -0.532
Cl 0.051024 0.964008 -3.452599 -5.907 -6.191 -4.269 0.104
Cl 0.864394 -1.684062 -2.313929 -2.156 2.707 -6.024 -0.028
H -0.416946 0.002418 -1.371869 0.016 -4.618 -1.697 0.184
H -1.300306 -0.838792 -2.790909 -0.098 -0.095 0.535 0.258
C 1.273234 -0.313712 2.782941 1.018 -1.328 1.623 -0.441
Cl 2.923444 -0.923572 2.934231 -0.076 0.481 4.138 0.054
Cl 1.189964 1.441258 2.515791 2.136 2.524 2.226 0.006
H 0.815084 -0.789812 1.916041 0.487 0.610 1.736 0.270
H 0.756904 -0.549742 3.713421 -0.003 0.373 -0.069 0.266
C -2.292786 1.871998 -0.514369 -0.578 2.100 -2.439 -0.501
Cl -1.678016 2.036028 1.127291 -2.992 6.966 -0.411 0.041
Cl -0.989266 1.430148 -1.626909 -11.263 13.149 1.967 0.084
H -3.112156 1.157848 -0.596339 1.058 0.528 -0.217 0.258
H -2.718626 2.807858 -0.876209 0.340 0.303 0.410 0.257
C -2.275696 -0.842492 0.882371 -3.296 -1.584 0.545 -0.404
Cl -2.703456 -2.542592 1.336671 0.371 0.782 -0.443 0.007
Cl -3.687626 0.207508 0.872601 -3.175 -2.759 2.148 0.004
H -1.552226 -0.479762 1.612521 -2.705 -0.543 0.426 0.256
H -1.778286 -0.804102 -0.086749 -1.288 -0.648 0.037 0.191
C 1.141934 -1.779572 0.169021 2.451 -2.467 0.088 -0.424
Cl 2.707304 -0.925922 0.475101 0.521 -1.934 -3.320 -0.035
Cl 1.458014 -3.271342 -0.787799 1.178 -2.480 4.288 0.076
H 0.714084 -1.965262 1.154201 0.463 -1.546 -0.726 0.191
H 0.549764 -1.080952 -0.422039 0.482 -2.119 0.564 0.215
C 2.364794 0.859448 -1.819949 1.509 1.659 -0.832 -0.498
Cl 1.966424 1.763368 -3.254969 10.449 5.119 -0.078 0.053
Cl 1.019324 0.750918 -0.630719 12.680 0.557 -8.228 -0.040
H 2.752004 -0.139142 -2.022439 -0.772 0.108 -0.118 0.282
H 3.226744 1.389408 -1.414629 -0.407 0.180 0.469 0.263